Here is a structure of composition C32H49IrN9O6PS from the OMol25 dataset. Energies are from ωB97M-V with the def2-TZVPD basis set.

```
99
Properties=species:S:1:pos:R:3:forces:R:3
Ir -0.53973 -1.04448 -0.29959 -0.008 0.017 -0.025
C -2.65471 -4.12334 1.75137 -0.003 0.002 0.007
C -2.41633 -2.84108 1.01531 0.039 0.012 -0.002
O -1.24682 -2.69229 0.55437 -0.027 -0.014 0.039
C -3.47054 -1.92528 0.87531 0.001 0.019 0.002
C -3.51823 -0.79077 0.08663 -0.007 0.013 0.011
C -4.82851 -0.07441 -0.03645 -0.001 -0.002 -0.005
N -2.46088 -0.33532 -0.63921 0.035 -0.048 0.050
N -2.78228 0.67804 -1.41597 -0.059 0.031 -0.023
C -2.10552 0.82480 -2.60890 0.105 0.020 0.056
O -1.53764 -0.10096 -3.17130 -0.037 0.024 -0.049
C -2.21972 2.17778 -3.22200 -0.040 -0.021 -0.018
C -2.95789 3.19841 -2.62706 0.006 0.008 0.008
C -3.01960 4.44721 -3.22432 0.002 -0.003 -0.002
C -2.34750 4.68157 -4.41682 0.000 0.003 0.009
C -1.61760 3.66428 -5.01753 0.004 -0.003 -0.002
C -1.55846 2.41379 -4.42464 -0.016 -0.002 -0.008
H -1.73335 -4.69548 1.81624 0.000 0.001 0.000
H -3.41611 -4.71190 1.23762 0.001 -0.002 0.000
H -3.02878 -3.91035 2.75393 -0.001 -0.001 -0.001
H -4.39238 -2.20452 1.36572 0.000 -0.001 -0.001
H -5.55294 -0.49780 0.65453 -0.001 0.002 0.000
H -5.21183 -0.15679 -1.05376 0.004 0.003 0.000
H -4.70490 0.99030 0.15897 0.000 0.002 0.004
H -3.48355 3.00606 -1.70179 -0.002 0.000 -0.001
H -3.59723 5.23781 -2.76401 0.001 0.000 0.001
H -2.39859 5.65706 -4.88241 0.000 0.000 0.000
H -1.10263 3.84520 -5.95162 -0.001 0.000 0.000
H -1.00929 1.60321 -4.88618 0.001 0.000 0.001
N 6.51564 0.18923 -3.32155 -0.006 0.004 -0.013
C 5.66504 -0.33411 -2.37569 -0.008 -0.003 0.010
C 5.47250 -1.71761 -2.27865 0.000 0.004 -0.001
C 4.58699 -2.24271 -1.35946 -0.006 -0.005 0.004
C 3.87314 -1.38886 -0.52602 0.021 -0.002 0.010
C 4.06042 -0.01298 -0.60221 0.025 0.002 0.012
C 4.94828 0.51223 -1.51786 0.001 -0.005 0.000
S 2.68754 -2.03208 0.58742 -0.007 0.045 -0.040
O 3.04136 -3.37385 0.93135 0.006 0.004 0.005
O 2.46598 -1.05391 1.62011 0.000 0.006 0.010
N 1.28844 -2.02727 -0.26165 -0.028 -0.112 0.040
C 1.03198 -2.75322 -1.37444 0.043 0.047 -0.061
N -0.18027 -2.31848 -1.82069 0.065 0.060 -0.012
C -0.72353 -2.85717 -2.90038 -0.030 -0.008 0.017
C -0.02093 -3.83788 -3.57659 0.005 -0.009 0.000
C 1.22849 -4.18892 -3.07791 -0.002 0.001 -0.013
N 1.77240 -3.66288 -1.98157 -0.009 -0.007 0.023
H 7.19540 -0.43078 -3.72734 0.003 0.000 0.002
H 6.84389 1.12947 -3.18343 0.003 0.000 0.003
H 6.03253 -2.37995 -2.92731 0.000 0.000 0.000
H 4.44000 -3.31058 -1.27845 0.001 0.001 -0.001
H 3.51856 0.63581 0.07462 -0.002 -0.007 -0.002
H 5.10736 1.58291 -1.56981 0.000 0.002 0.000
H -1.68112 -2.46914 -3.21612 0.013 -0.002 0.006
H -0.42250 -4.29833 -4.46545 0.001 -0.002 0.001
H 1.82781 -4.93448 -3.58820 -0.001 -0.002 0.002
C 1.55738 -0.20106 -3.19117 0.016 -0.012 0.017
C 1.17730 0.98851 -2.35412 -0.060 0.049 -0.003
O 0.51661 0.69575 -1.07800 0.115 -0.080 -0.040
C 0.70784 1.78407 -0.13490 -0.019 -0.001 0.016
C -0.48634 2.70556 -0.08421 0.035 0.025 0.021
H 2.09786 0.19521 -4.05412 0.006 -0.001 0.002
H 0.69387 -0.73989 -3.56174 -0.023 -0.017 -0.011
H 2.24371 -0.86155 -2.66095 -0.022 -0.011 -0.004
H 0.52653 1.66963 -2.90489 0.000 -0.024 0.001
H 2.09324 1.51663 -2.08984 -0.019 0.030 0.003
H 1.59296 2.33505 -0.45185 0.027 -0.016 0.008
H 0.91834 1.32505 0.82439 -0.017 0.016 -0.067
H -0.67947 3.15762 -1.05722 -0.009 -0.006 0.006
H -0.28546 3.51186 0.62326 -0.003 0.008 0.005
H -1.38071 2.17614 0.24216 0.002 -0.011 -0.004
C -3.11944 0.96472 2.84907 0.029 0.072 -0.014
N -1.94306 0.65442 3.63660 -0.021 -0.251 0.051
C -2.15069 0.64863 5.07621 -0.002 0.038 0.001
P -0.46163 0.29589 3.01173 0.021 0.062 0.038
O -0.68830 -0.06666 1.56706 -0.087 0.028 0.008
N 0.31396 -0.88580 3.82997 -0.025 0.022 -0.006
C 0.26820 -2.28415 3.42461 -0.006 -0.012 0.012
C 1.00867 -0.68956 5.09482 0.020 0.010 -0.008
N 0.44451 1.63570 3.31803 0.020 0.029 -0.071
C 1.90025 1.64339 3.20881 -0.012 0.005 0.009
C -0.11174 2.95099 3.59871 -0.001 -0.014 0.014
H -3.57701 1.88805 3.21825 -0.005 0.010 -0.015
H -3.86658 0.16782 2.90591 0.001 0.001 0.014
H -2.84149 1.10906 1.80857 -0.006 -0.018 -0.018
H -2.68731 1.55160 5.37854 0.006 0.007 0.011
H -1.20072 0.63652 5.60640 -0.013 -0.016 0.002
H -2.73385 -0.21996 5.39551 -0.009 0.008 -0.008
H -0.07553 -2.37588 2.40254 -0.016 -0.005 -0.024
H -0.38435 -2.86188 4.08787 -0.002 0.000 -0.004
H 1.27478 -2.70237 3.46954 -0.002 0.001 0.002
H 1.01339 0.35740 5.38508 0.003 0.012 -0.006
H 2.04338 -1.02824 5.00110 -0.002 -0.002 -0.002
H 0.52729 -1.26794 5.88835 0.001 -0.002 0.000
H 2.27577 0.65692 2.95519 0.002 -0.020 0.010
H 2.34450 1.97242 4.15226 0.004 -0.008 0.003
H 2.21676 2.34439 2.43001 0.001 0.005 0.008
H -1.19755 2.92392 3.59775 0.003 0.010 0.000
H 0.22064 3.67391 2.84969 -0.006 0.004 -0.007
H 0.23162 3.30290 4.57589 -0.006 0.001 0.001
```
Positions in Å, forces in eV/Å.

Calculated values
Charge ... +1
Electronic energy ... -82634.8933 eV
Frontier orbital gap (alpha / beta) ... 8.007 / 6.223 eV
2S+1 ... 2
HOMO (alpha / beta) ... -10.306 / -10.311 eV

Need the Mulliken charges? In units of e they are: Ir 2.264; C -1.752; C 0.791; O -0.711; C -1.244; C 1.394; C -1.553; N 0.812; N -0.691; C -0.317; O -0.477; C 0.895; C -0.191; C -0.795; C -0.449; C -0.792; C -0.429; H 0.311; H 0.454; H 0.415; H 0.514; H 0.443; H 0.395; H 0.313; H 0.428; H 0.426; H 0.414; H 0.420; H 0.465; N -0.546; C 0.964; C -0.830; C -0.246; C -0.875; C -0.048; C -0.672; S 1.098; O -0.766; O -0.563; N -0.520; C 0.446; N -0.118; C -0.123; C -1.002; C -0.585; N -0.382; H 0.224; H 0.224; H 0.344; H 0.494; H 0.393; H 0.307; H 0.612; H 0.451; H 0.498; C -0.895; C -0.463; O -0.197; C 0.152; C -1.139; H 0.679; H 0.037; H -0.216; H 0.191; H 0.769; H 0.905; H -0.939; H 0.460; H 0.518; H -0.196; C -0.698; N 0.578; C -1.109; P -1.313; O 1.081; N 1.023; C -0.883; C -1.280; N 0.769; C -1.242; C -1.199; H 0.452; H 0.310; H -0.232; H 0.385; H 0.310; H 0.301; H -0.044; H 0.257; H 0.327; H 0.425; H 0.300; H 0.351; H 0.254; H 0.347; H 0.392; H 0.277; H 0.353; H 0.307



Here is a structure of composition C32H50AsAuCl2NO2Si4 from the OMol25 dataset. Energies are from ωB97M-V with the def2-TZVPD basis set.

```
93
Properties=species:S:1:pos:R:3:forces:R:3
Au 0.93533 -0.80669 0.22407 -0.080 -0.014 0.157
C -5.66095 -0.33672 -0.24968 0.001 -0.003 -0.017
Si -3.97680 0.13233 0.50936 -0.095 0.050 -0.049
C -4.30644 1.79068 1.34242 -0.012 0.004 0.037
C -3.66372 -1.17396 1.83242 -0.053 0.015 0.064
C -2.53796 0.24788 -0.59380 0.168 -0.261 0.054
C -2.02951 -0.93792 -1.20258 -0.204 0.222 -0.057
C -2.89336 -1.84972 -1.89116 0.037 -0.144 0.054
C -2.41268 -2.77200 -2.77542 -0.085 0.075 0.042
C -1.02644 -2.86391 -2.98007 0.081 -0.043 -0.033
C -0.22976 -2.09321 -2.18316 -0.029 0.033 0.024
N -0.68464 -1.20369 -1.27034 0.080 -0.146 -0.044
Si -2.16696 1.74444 -1.56063 0.201 0.064 -0.007
C -1.87918 3.35838 -0.64062 -0.036 -0.017 0.031
C -0.65149 1.50306 -2.66250 0.005 0.035 -0.057
C -3.59898 2.12558 -2.74712 -0.019 -0.026 -0.022
H -6.45469 -0.30556 0.50382 0.009 0.018 0.002
H -5.65407 -1.34436 -0.67351 -0.055 0.005 0.041
H -5.92619 0.35718 -1.05239 -0.011 -0.004 0.001
H -5.00649 1.65985 2.17329 -0.011 0.015 -0.015
H -4.75604 2.49703 0.63853 0.001 0.002 0.002
H -3.39524 2.24579 1.73384 0.017 -0.021 0.008
H -4.47767 -1.21503 2.56383 0.005 0.004 -0.019
H -2.72848 -0.96592 2.35776 0.026 -0.023 -0.022
H -3.58856 -2.16680 1.37648 0.037 -0.003 -0.007
H -3.95692 -1.69339 -1.77917 0.023 -0.033 -0.025
H -3.09738 -3.39358 -3.34191 0.001 -0.002 0.004
H -0.58770 -3.55009 -3.69071 -0.006 0.004 -0.004
H 0.84652 -2.18373 -2.24082 0.011 -0.010 0.001
H -1.12843 3.18349 0.12422 0.049 0.063 0.023
H -2.77799 3.74849 -0.15916 0.004 -0.009 0.005
H -1.50190 4.12130 -1.32918 -0.026 -0.011 -0.011
H 0.24415 1.30102 -2.07020 -0.007 0.024 0.017
H -0.47841 2.41363 -3.24488 0.003 -0.008 -0.009
H -0.78359 0.67320 -3.36248 0.003 0.012 0.010
H -4.51635 2.33189 -2.18722 0.002 0.010 0.004
H -3.80005 1.27011 -3.39863 0.005 0.008 -0.006
H -3.38536 2.99634 -3.37562 -0.010 -0.004 -0.001
Cl 2.82134 -5.34699 0.52344 -0.006 0.022 -0.031
C 1.13767 -5.11660 0.10258 0.035 0.057 0.020
C 0.48610 -6.21144 -0.44592 -0.040 -0.023 -0.013
C -0.87849 -6.15658 -0.67137 0.037 0.019 0.016
C -1.58015 -5.01293 -0.31613 -0.044 -0.005 -0.005
C -0.90916 -3.92685 0.20872 -0.021 0.037 0.022
C 0.47574 -3.92268 0.40119 -0.014 -0.048 0.015
C 1.13342 -2.74774 1.03200 0.007 0.035 -0.053
H 1.05214 -7.10648 -0.66525 0.003 0.002 0.000
H -1.38950 -7.00999 -1.09815 0.001 -0.004 0.000
H -2.65175 -4.95806 -0.45798 0.002 0.003 -0.002
H -1.46157 -3.03654 0.47976 -0.014 0.034 0.002
H 2.14461 -2.97108 1.34949 0.036 0.008 -0.108
H 0.56104 -2.43668 1.91133 0.021 0.015 0.024
C 3.73950 -2.77756 -1.81621 0.005 -0.025 -0.018
Si 4.26202 -1.12327 -1.11811 0.046 0.039 0.035
C 3.99650 0.12694 -2.49296 -0.013 -0.031 -0.065
C 6.10493 -1.29949 -0.76787 0.024 0.019 -0.010
As 3.26414 -0.58811 0.96205 -0.054 0.089 -0.030
Si 3.63228 1.76835 0.85939 0.044 -0.140 -0.011
C 3.32750 2.42664 2.58756 -0.036 0.088 0.012
C 5.49344 1.96275 0.59693 0.034 -0.015 0.039
C 2.77542 2.80633 -0.44150 -0.023 0.095 0.084
H 4.39659 -3.00054 -2.66353 -0.015 0.000 -0.006
H 2.71377 -2.78818 -2.18090 -0.012 -0.009 0.021
H 3.84745 -3.57874 -1.08920 0.001 -0.020 0.020
H 4.44858 -0.26187 -3.41110 -0.002 0.009 -0.003
H 4.44135 1.09998 -2.28672 0.005 -0.008 0.011
H 2.92919 0.27008 -2.68137 0.007 0.038 0.012
H 6.65051 -1.50276 -1.69427 -0.015 -0.001 -0.007
H 6.26677 -2.14144 -0.09079 0.006 0.008 0.009
H 6.53656 -0.41045 -0.30916 0.012 -0.030 0.006
H 3.63917 1.69900 3.33899 0.022 -0.008 -0.014
H 2.28148 2.66679 2.76691 -0.040 -0.053 0.024
H 3.91264 3.33946 2.73683 -0.024 0.014 0.007
H 6.05376 1.36043 1.31656 0.025 -0.002 -0.034
H 5.76516 3.00966 0.76337 -0.031 0.011 0.001
H 5.81969 1.69325 -0.40847 -0.015 -0.006 0.011
H 1.69864 2.65589 -0.40283 -0.016 -0.008 -0.062
H 3.13426 2.59224 -1.44694 -0.019 -0.019 -0.010
H 2.98205 3.86237 -0.23313 0.028 -0.012 0.006
Cl -1.87390 5.99528 5.02134 0.000 0.003 0.002
C -1.35353 4.58722 4.12927 -0.002 -0.018 0.005
C -0.50001 4.74700 3.05196 0.016 -0.011 -0.012
C -0.09840 3.62408 2.34351 -0.002 0.032 -0.013
C -0.53810 2.35878 2.71033 -0.065 0.003 -0.023
C -1.38697 2.22461 3.80333 0.014 0.001 -0.021
C -1.80508 3.33611 4.51629 -0.001 0.018 0.007
C -0.12521 1.11554 1.95712 0.087 -0.012 0.093
O -0.33337 0.01881 2.48330 -0.069 0.010 -0.051
O 0.45286 1.30466 0.82681 0.069 -0.073 -0.106
H -0.16480 5.73518 2.76862 0.004 0.001 0.002
H 0.56004 3.72835 1.49013 -0.026 -0.010 0.021
H -1.71769 1.23104 4.07495 -0.002 0.000 0.001
H -2.47625 3.24083 5.35873 0.000 -0.001 0.001
```
Positions in Å, forces in eV/Å.

Calculated values
Charge ... -1
Electronic energy ... -160672.9235 eV
Frontier orbital gap ... 5.341 eV
HOMO ... -3.728 eV

Need the Mulliken charges? In units of e they are: Au 2.194; C -1.357; Si 0.131; C -0.836; C -0.937; C 2.249; C -1.850; C -0.186; C -0.929; C -0.517; C -0.434; N 0.999; Si 0.251; C -0.767; C -0.802; C -1.362; H 0.358; H 0.382; H 0.341; H 0.374; H 0.296; H 0.048; H 0.444; H 0.132; H 0.218; H 0.156; H 0.387; H 0.463; H -0.493; H -0.129; H 0.335; H 0.443; H -0.175; H 0.514; H 0.290; H 0.283; H 0.278; H 0.319; Cl -0.241; C 0.881; C -0.707; C -0.569; C -0.547; C 0.302; C -0.187; C -2.189; H 0.430; H 0.373; H 0.456; H 0.201; H 0.925; H 0.592; C -0.785; Si 0.762; C -0.983; C -1.147; As -0.373; Si 0.965; C -1.203; C -1.235; C -0.220; H 0.448; H 0.209; H 0.043; H 0.422; H 0.295; H 0.169; H 0.340; H 0.276; H 0.270; H 0.308; H 0.263; H 0.380; H 0.291; H 0.418; H 0.295; H -0.528; H 0.404; H 0.410; Cl -0.255; C 0.256; C -1.263; C 0.607; C 0.194; C -0.447; C -0.822; C 0.272; O -0.872; O -1.386; H 0.399; H 0.181; H 0.385; H 0.428